# 1
Density functional theory data (ωB97M-V/def2-TZVPD) for 2 unconnected molecules or ions with the total composition C4H10NO.

Atoms and positions in Å:
C: -0.4574 1.2348 1.8049
C: 0.3727 0.2693 2.1739
O: 0.4020 -0.1693 3.4623
H: -0.4970 1.5727 0.7822
H: -1.1253 1.6748 2.5301
H: 1.0659 -0.2312 1.5068
H: 1.1902 -0.7210 3.5906
C: 0.3240 -0.5388 -1.3519
C: -0.7120 -1.1500 -0.8140
N: 0.1483 0.1696 -2.6506
H: 1.3243 -0.4128 -0.9674
H: -0.6924 -1.5238 0.1974
H: -1.6430 -1.2219 -1.3650
H: -0.7687 -0.0310 -3.0590
H: 0.2095 1.1866 -2.5053
H: 0.8589 -0.1081 -3.3350

Its multiplicity is 1. Its total energy is -7838.988 eV. The calculation puts the strongest force on any atom at 0.63 eV/A. The total charge is +1. The highest occupied orbital energy comes out at -12.08 eV.

# 2
Density functional theory data (ωB97M-V/def2-TZVPD) for a single C5H6O2 molecule in a non-equilibrium geometry.

Atoms and positions in Å:
O: 1.2036 1.4037 1.6870
C: 0.6740 0.7498 0.8161
C: -0.6699 0.0231 0.9181
C: 0.9969 -1.1014 -0.8540
C: -1.2138 -0.4940 -0.5003
O: -0.2480 -1.4674 -0.9393
C: 1.2709 0.3921 -0.5247
H: -1.3864 0.6387 1.4539
H: -0.4296 -0.8220 1.6127
H: -2.1828 -0.9999 -0.4317
H: -1.3028 0.1624 -1.3958
H: 2.3540 0.4225 -0.5069
H: 0.9142 1.1514 -1.2578

Its multiplicity is 1. Its total energy is -9373.628 eV. The calculation puts the strongest force on any atom at 1.32 eV/A. The highest occupied orbital energy comes out at -8.46 eV.

# 3
Density functional theory data (ωB97M-V/def2-TZVPD) for a molecular structure, C4H3KO2 in a non-equilibrium geometry.

Atoms and positions in Å:
H: -0.9299 -0.9902 -0.3534
O: -3.2543 -1.2033 -0.3432
C: -2.2356 -0.5820 0.0024
C: -2.0453 0.6691 0.6401
C: -0.7489 1.1202 0.7159
C: 0.4270 0.7197 0.3809
O: 0.9233 -0.2544 -0.1663
K: 3.6850 -1.0052 -0.7168
H: -4.0596 -1.0564 0.1961
H: -2.8664 1.3859 0.4967

Its multiplicity is 1. Its total energy is -24594.081 eV. The calculation puts the strongest force on any atom at 6.25 eV/A. The total charge is +2. The highest occupied orbital energy (spin up / spin down) comes out at -18.07 / -18.07 eV.